{
  "formula": "C23H50F2IO10P3",
  "method": "ωB97M-V with the def2-TZVPD basis set",
  "gap_ev": 8.92,
  "homo_energy_ev": -8.52,
  "smiles": "CC[C@@H](I)[C@@](OC(=O)F)([C@@H](F)CC)P(C)CC.CCOP(=O)(OCC)OCC.CCOP(=O)(OCC)OCC",
  "mol_weight_g_mol": 744.5,
  "largest_force_ev_per_a": 5.6,
  "symbols": ["C", "C", "C", "F", "C", "O", "C", "O", "F", "C", "I", "C", "C", "P", "C", "C", "C", "H", "H", "H", "H", "H", "H", "H", "H", "H", "H", "H", "H", "H", "H", "H", "H", "H", "H", "H", "H", "O", "P", "O", "C", "C", "O", "C", "C", "O", "C", "C", "H", "H", "H", "H", "H", "H", "H", "H", "H", "H", "H", "H", "H", "H", "H", "O", "P", "O", "C", "C", "O", "C", "C", "O", "C", "C", "H", "H", "H", "H", "H", "H", "H", "H", "H", "H", "H", "H", "H", "H", "H"],
  "coordinates": [[5.67536, -3.21340, -1.11827], [5.27891, -1.74434, -0.86653], [6.02924, -0.88253, -1.88163], [7.38524, -0.98030, -1.53387], [5.60327, 0.56767, -2.04521], [6.03837, 1.13148, -3.32333], [6.96811, 0.48404, -4.03944], [6.74659, -0.12502, -5.03125], [8.21098, 0.61545, -3.58844], [5.96873, 1.54809, -0.87690], [7.57421, 2.91271, -1.37877], [6.29445, 0.92800, 0.47814], [6.59569, 2.00198, 1.55421], [3.72121, 0.77215, -2.24628], [3.12078, -0.66705, -3.23242], [2.90783, 0.67484, -0.58373], [1.81187, 1.77911, -0.50608], [5.32909, -3.82771, -0.28678], [6.75512, -3.33737, -1.16688], [5.20703, -3.57730, -2.03305], [4.20395, -1.70674, -1.01248], [5.58143, -1.52050, 0.14998], [5.93841, -1.42748, -2.82521], [5.12635, 2.22485, -0.73263], [5.45813, 0.36498, 0.88880], [7.16369, 0.27572, 0.44810], [6.06206, 2.93167, 1.35998], [7.66080, 2.16881, 1.67574], [6.21486, 1.63332, 2.50962], [2.33165, -0.30167, -3.88447], [2.67327, -1.42721, -2.58804], [3.92795, -1.10779, -3.81349], [3.61496, 0.86786, 0.21527], [2.41976, -0.29279, -0.46463], [0.81032, 1.36254, -0.45777], [1.97888, 2.40340, 0.37144], [1.91043, 2.45037, -1.35918], [-0.78434, 2.49285, 2.66624], [-2.18279, 2.78621, 3.02891], [-3.07824, 1.47429, 2.74273], [-2.78715, 0.25826, 3.43059], [-3.09942, 0.33896, 4.91397], [-2.71366, 3.73142, 1.82709], [-1.81929, 4.18629, 0.81008], [-1.73321, 3.19920, -0.33585], [-3.14772, 3.50250, 4.09439], [-2.65161, 4.01858, 5.34627], [-1.42964, 4.89812, 5.17650], [-1.74050, -0.01607, 3.27192], [-3.40537, -0.50746, 2.96316], [-2.37001, 0.96813, 5.43281], [-3.06100, -0.65075, 5.36930], [-4.08863, 0.76684, 5.07591], [-0.83172, 4.37762, 1.22887], [-2.20635, 5.14238, 0.45620], [-1.63642, 2.17184, 0.01454], [-0.87918, 3.42904, -0.97521], [-2.63746, 3.23701, -0.94574], [-2.43753, 3.18965, 6.02583], [-3.46886, 4.58824, 5.78463], [-0.58938, 4.33447, 4.76196], [-1.11692, 5.30090, 6.13976], [-1.64150, 5.72571, 4.49917], [-5.78202, -2.71354, -0.32541], [-4.89133, -2.81442, -1.48764], [-3.35522, -2.89946, -1.04100], [-2.94010, -3.93267, -0.14460], [-3.00225, -5.31260, -0.77293], [-4.86273, -1.38193, -2.20856], [-5.65283, -0.29115, -1.72859], [-4.91062, 0.52248, -0.68848], [-4.87273, -3.64302, -2.85066], [-5.84401, -4.67519, -3.12696], [-7.27186, -4.22384, -2.89453], [-3.54466, -3.89645, 0.76530], [-1.91332, -3.69568, 0.13109], [-4.03810, -5.64127, -0.88961], [-2.49505, -6.04391, -0.14345], [-2.53760, -5.30823, -1.75884], [-6.60370, -0.65246, -1.33698], [-5.88057, 0.32914, -2.59609], [-4.41058, -0.10780, 0.04646], [-5.59072, 1.19574, -0.16563], [-4.13411, 1.12440, -1.16316], [-5.61808, -5.56005, -2.52666], [-5.70151, -4.95134, -4.16992], [-7.44207, -3.96796, -1.84706], [-7.96607, -5.02102, -3.16067], [-7.49926, -3.34181, -3.49397]],
  "forces_ev_per_angstrom": [[-0.2, 0.1, 0.3], [0.5, -1.0, -0.4], [-0.1, -0.4, 0.5], [0.2, 0.2, -0.2], [-0.5, 0.1, 0.8], [0.4, -0.5, 0.1], [-0.2, -0.3, -0.5], [0.0, 0.0, 0.0], [-0.2, 0.2, 0.2], [0.3, -0.4, -0.1], [-0.1, 0.0, 0.0], [0.4, 0.7, 0.8], [-0.5, -0.5, 0.2], [0.1, 1.1, -0.7], [-0.1, -0.2, 0.7], [-0.6, 0.2, -0.3], [0.6, 0.1, 0.0], [-0.1, -0.1, -0.1], [0.0, 0.0, -0.1], [0.1, -0.1, -0.1], [-0.1, 0.4, 0.3], [-0.3, 0.4, 0.0], [0.0, 0.4, -0.3], [0.1, 0.1, -0.1], [-0.1, -0.2, -0.4], [-0.1, -0.2, -0.3], [0.2, 0.1, -0.1], [0.0, 0.3, -0.2], [0.1, 0.0, 0.1], [0.1, 0.0, -0.2], [0.1, -0.1, -0.1], [-0.1, 0.0, -0.2], [0.1, -0.4, 0.0], [0.3, -0.2, 0.3], [-0.1, 0.0, 0.0], [-0.2, -0.1, 0.1], [-0.3, 0.0, -0.1], [0.7, 0.2, 2.6], [-2.8, -0.1, -4.8], [0.3, 0.2, 0.5], [0.0, -0.3, 0.1], [0.1, 0.2, 0.0], [0.0, 0.2, 0.3], [0.2, -0.2, -0.2], [-0.2, -0.1, -0.2], [1.9, -0.3, 1.4], [0.1, 0.1, 0.3], [0.1, 0.0, -0.2], [0.0, 0.1, 0.0], [0.0, 0.1, -0.1], [0.0, 0.0, 0.0], [0.0, 0.0, 0.0], [0.0, -0.1, 0.0], [0.0, -0.1, 0.1], [-0.1, 0.0, 0.1], [0.1, 0.1, 0.2], [0.0, 0.0, 0.0], [0.0, 0.0, 0.0], [0.0, 0.0, -0.1], [-0.1, 0.0, -0.1], [0.0, 0.0, 0.0], [0.0, 0.0, 0.0], [0.0, 0.0, 0.0], [-0.7, -1.9, -0.3], [2.0, 3.7, -0.6], [-0.2, -0.5, -0.1], [0.2, -0.2, 0.2], [-0.2, 0.0, -0.1], [-0.1, -0.2, -0.2], [-0.1, 0.2, 0.3], [0.3, 0.2, -0.1], [-1.1, -1.2, 1.0], [-0.2, -0.2, -0.1], [0.0, 0.2, 0.1], [0.0, 0.1, 0.0], [0.0, 0.1, -0.1], [0.0, 0.0, 0.0], [0.0, 0.0, 0.0], [0.1, 0.0, 0.0], [0.1, -0.1, 0.1], [0.1, -0.1, -0.1], [-0.2, -0.1, 0.0], [0.0, 0.0, 0.0], [0.0, 0.0, 0.0], [0.1, 0.1, 0.0], [0.2, 0.1, 0.0], [0.0, 0.0, 0.0], [0.0, 0.0, -0.1], [0.0, 0.0, -0.1]],
  "lowdin_charge": [-0.08, -0.18, -0.31, 0.00, -0.51, -0.08, -0.61, 0.19, 0.11, -0.64, 0.99, -0.33, -0.16, 1.06, -0.25, -0.39, -0.16, 0.07, 0.08, 0.08, 0.08, 0.10, 0.14, 0.05, 0.08, 0.11, 0.06, 0.05, 0.07, 0.03, 0.03, 0.04, 0.05, 0.07, 0.06, 0.07, 0.04, -0.22, 0.47, -0.19, -0.28, -0.08, -0.19, -0.28, -0.08, -0.17, -0.26, -0.08, 0.11, 0.12, 0.06, 0.08, 0.09, 0.10, 0.12, 0.07, 0.07, 0.07, 0.10, 0.12, 0.07, 0.08, 0.09, -0.22, 0.42, -0.18, -0.27, -0.08, -0.19, -0.27, -0.06, -0.17, -0.25, -0.08, 0.11, 0.12, 0.06, 0.08, 0.09, 0.11, 0.12, 0.07, 0.08, 0.06, 0.10, 0.12, 0.07, 0.08, 0.09]
}

=====

{
  "formula": "C47H50NO2PSiSrTe",
  "method": "ωB97M-V with the def2-TZVPD basis set",
  "gap_ev": 5.98,
  "charge": -1,
  "homo_energy_ev": -4.09,
  "mol_weight_g_mol": 935.2,
  "multiplicity": 2,
  "largest_force_ev_per_a": 9.0,
  "de_lowest_kcal_mol": 233.66,
  "symbols": ["Sr", "O", "C", "C", "C", "C", "C", "C", "C", "P", "C", "C", "C", "C", "C", "C", "C", "C", "C", "C", "C", "C", "H", "H", "H", "H", "H", "H", "H", "H", "H", "H", "H", "H", "H", "H", "C", "C", "O", "N", "Te", "C", "C", "C", "C", "C", "C", "C", "C", "C", "C", "C", "C", "C", "C", "C", "C", "C", "C", "H", "H", "H", "H", "H", "H", "H", "H", "H", "H", "H", "H", "H", "H", "H", "H", "H", "H", "H", "H", "H", "H", "H", "H", "H", "C", "Si", "C", "C", "C", "C", "C", "C", "C", "H", "H", "H", "H", "H", "H", "H", "H", "H", "H", "H"],
  "coordinates": [[2.61294, -0.60386, -2.23229], [4.18092, -0.75687, -4.13924], [3.30987, 0.05410, -4.61683], [3.52406, 0.33223, -6.08679], [4.80998, 0.17947, -6.60310], [5.22549, 0.74395, -7.79148], [4.25236, 1.29954, -8.58197], [3.00106, 1.44798, -8.05779], [2.55860, 1.01506, -6.80074], [0.83824, 1.02351, -6.31068], [1.03057, 2.42005, -5.10071], [1.91727, 3.50456, -5.21845], [1.65380, 4.65790, -4.48580], [0.53646, 4.75381, -3.72714], [-0.32840, 3.65331, -3.56500], [-0.02013, 2.43756, -4.17337], [-0.06419, 1.85687, -7.77496], [-0.10745, 1.22001, -9.01912], [-0.90201, 1.69498, -10.06258], [-1.85639, 2.63030, -9.76367], [-1.87515, 3.29795, -8.48165], [-0.99074, 2.91309, -7.49173], [5.54138, -0.29490, -5.89842], [6.22370, 0.48005, -8.07611], [4.36970, 1.53750, -9.63429], [2.34842, 1.94949, -8.77310], [2.71328, 3.38325, -5.94281], [2.37194, 5.40951, -4.42925], [0.30366, 5.68305, -3.28540], [-1.16100, 3.81066, -2.88201], [-0.59692, 1.57850, -4.06700], [0.49122, 0.29681, -9.10787], [-0.96005, 1.26659, -11.05193], [-2.64181, 2.94013, -10.48862], [-2.62976, 4.03590, -8.28591], [-0.93422, 3.38110, -6.51514], [-1.77936, -1.99693, -1.08531], [-0.35426, -2.53909, -1.70901], [0.51778, -1.60586, -2.01984], [-0.05116, -3.71512, -2.10896], [-1.24758, -2.19868, 4.76231], [-1.44792, -3.91999, 6.05698], [-1.65523, -3.88461, 7.37745], [-2.17383, -2.54283, 8.13800], [-1.69115, -5.19100, 8.01958], [-1.40217, -6.37774, 7.36395], [-1.74450, -7.61013, 8.27775], [-0.74733, -6.30578, 6.26733], [-0.75703, -5.10516, 5.50912], [-0.14849, -4.93800, 4.22519], [-3.15977, -1.55076, 4.89906], [-3.25211, -0.17490, 4.25497], [-2.12055, 0.39146, 3.52702], [-4.49505, 0.50076, 4.47836], [-5.65319, -0.08908, 4.99181], [-7.06554, 0.75078, 5.01031], [-5.51025, -1.43253, 5.50322], [-4.32537, -2.07792, 5.42255], [-4.40137, -3.62371, 5.83842], [-2.43308, -1.78366, -1.90670], [-1.58875, -1.04372, -0.67592], [-2.05836, -2.74794, -0.37987], [-3.09838, -2.54890, 9.14988], [-2.60679, -2.14660, 7.35498], [-1.34488, -1.97274, 8.52166], [-2.03640, -5.18901, 8.96898], [-0.65430, -8.10900, 8.02124], [-2.04543, -8.30572, 7.63897], [-2.40658, -7.35581, 8.99484], [-0.37214, -7.14691, 5.73974], [0.27886, -6.04649, 3.88940], [1.05776, -4.48927, 4.42984], [-0.82050, -4.33328, 3.58118], [-1.30075, 0.27082, 4.30804], [-1.92684, 1.50373, 3.53934], [-1.81062, 0.05143, 2.61912], [-4.61040, 1.36832, 3.67304], [-7.11330, 1.28552, 5.84085], [-7.85396, -0.17055, 5.05235], [-7.05690, 1.34804, 4.14545], [-6.34605, -1.82104, 5.90176], [-4.39633, -3.15864, 7.11147], [-3.24834, -4.03049, 5.57651], [-5.50664, -3.77078, 5.43214], [5.71614, 1.01869, 1.05434], [3.99039, 1.19119, 0.22442], [2.79547, 0.89067, 1.71993], [3.81242, 3.18400, 0.01871], [4.84935, 4.00067, -0.48136], [4.61597, 5.33665, -0.81322], [3.36845, 5.89041, -0.55862], [2.35187, 5.04363, -0.14054], [2.50452, 3.74595, 0.19134], [6.02078, 1.94392, 1.59754], [6.51963, 0.81317, 0.29898], [5.77168, 0.23439, 1.78084], [3.05590, 1.43965, 2.69301], [2.80357, -0.24583, 1.97982], [1.57509, 0.97665, 1.63537], [5.82961, 3.55586, -0.74314], [5.51095, 5.92459, -1.02173], [3.13202, 6.88427, -0.78689], [1.30292, 5.35093, -0.18047], [1.69111, 3.16693, 0.52606]],
  "forces_ev_per_angstrom": [[0.0, 0.3, 0.0], [-1.1, 0.8, -0.1], [0.9, -1.8, 0.1], [0.6, 0.4, 1.2], [1.0, 0.2, 1.7], [0.1, -1.7, 0.4], [0.5, 0.0, -0.4], [-1.7, 0.8, -0.9], [1.0, -0.3, -2.3], [-0.1, 0.8, 0.3], [-0.8, 0.0, -0.4], [-1.1, -1.0, -0.2], [0.8, -1.5, -0.6], [-1.5, -1.3, 0.1], [0.6, 0.5, 0.6], [0.8, 2.5, -0.4], [-0.7, 0.1, 0.9], [0.9, -0.4, 0.6], [-0.8, -0.4, 0.4], [-0.9, 2.2, 1.2], [0.2, -1.4, -1.2], [1.2, -0.7, -0.8], [-0.7, 0.4, -0.9], [0.5, 0.4, -0.6], [0.4, 0.3, 0.2], [-0.4, -0.2, 0.5], [0.2, 0.4, 0.2], [1.0, 1.4, -0.3], [-0.2, 0.8, 0.7], [0.0, -0.4, -0.2], [-1.1, -1.3, 0.3], [-0.2, 0.6, -0.4], [0.4, -0.4, 0.0], [0.9, -0.3, 0.4], [-0.2, 0.3, 0.0], [-0.3, 0.1, -0.1], [3.1, -1.6, -1.5], [-0.5, 1.0, -1.1], [-0.1, 0.7, 0.7], [-1.2, 0.0, 1.0], [0.7, -1.0, 0.8], [3.5, -0.8, -3.0], [-1.9, -1.3, 4.8], [0.2, -4.1, 4.7], [0.4, 3.0, -3.2], [-3.5, 0.2, 7.9], [7.1, 1.5, -5.3], [2.0, 1.6, -6.8], [-2.0, 1.1, 3.0], [5.5, -2.7, -1.0], [-1.0, 4.7, -1.8], [-3.3, -2.3, 2.6], [2.0, 3.0, 4.3], [0.8, 0.8, -4.1], [-0.5, -0.2, 1.1], [1.5, -7.4, -2.2], [0.8, 5.6, -2.3], [1.4, -3.2, -0.4], [0.8, 4.5, 2.3], [-0.6, -0.6, -0.4], [0.5, 0.9, 1.0], [-0.9, -0.2, 0.4], [3.0, -0.7, -3.3], [-2.4, 3.2, -3.4], [0.3, 0.2, 0.0], [-1.1, -0.2, 3.0], [-1.6, 0.8, 3.3], [-3.1, -2.9, -2.7], [-1.0, 0.2, 3.2], [0.5, -0.9, -0.3], [-1.7, 2.8, 0.0], [-3.6, -0.4, -0.9], [1.2, -0.8, -0.3], [0.0, -0.5, -1.1], [-1.5, -0.7, -0.4], [0.6, -1.5, -2.5], [0.1, -1.2, 2.3], [-0.3, 2.4, 3.7], [1.4, 2.7, -0.4], [-0.5, 0.6, -1.2], [-2.7, -1.9, 1.4], [-0.3, -2.9, -3.4], [-4.3, 0.0, 0.5], [2.8, -1.2, 1.1], [0.9, 1.0, -0.7], [-0.6, 0.9, 0.0], [-2.6, -1.3, 1.8], [-0.3, -1.3, 0.0], [-0.6, -0.8, -0.4], [0.7, 0.1, 1.4], [0.4, -1.4, -0.4], [-1.9, 1.3, -0.4], [3.4, -0.8, -0.5], [-0.3, -0.4, -0.4], [-0.6, 0.2, 0.5], [-0.1, -0.7, 0.4], [-0.3, -0.6, -1.2], [0.4, 1.7, -0.3], [2.9, 0.3, -0.3], [-0.6, 0.3, 0.4], [-0.5, 0.2, -0.5], [-0.1, 1.4, -0.3], [0.3, 0.7, 0.3], [-0.8, -0.7, 0.3]],
  "lowdin_spin": [0.00, 0.00, 0.00, 0.00, 0.00, 0.00, 0.00, 0.00, 0.00, 0.00, 0.00, 0.00, 0.00, 0.00, 0.00, 0.00, 0.00, 0.00, 0.00, 0.00, 0.00, 0.00, 0.00, 0.00, 0.00, 0.00, 0.00, 0.00, 0.00, 0.00, 0.00, 0.00, 0.00, 0.00, 0.00, 0.00, 0.04, 0.08, 0.07, 0.80, 0.00, 0.00, 0.00, 0.00, 0.00, 0.00, 0.00, 0.00, 0.00, 0.00, 0.00, 0.00, 0.00, 0.00, 0.00, 0.00, 0.00, 0.00, 0.00, 0.00, 0.01, 0.00, 0.00, 0.00, 0.00, 0.00, 0.00, 0.00, 0.00, 0.00, 0.00, 0.00, 0.00, 0.00, 0.00, 0.00, 0.00, 0.00, 0.00, 0.00, 0.00, 0.00, 0.00, 0.00, 0.00, 0.00, 0.00, 0.00, 0.00, 0.00, 0.00, 0.00, 0.00, 0.00, 0.00, 0.00, 0.00, 0.00, 0.00, 0.00, 0.00, 0.00, 0.00, 0.00]
}

=====

- What is the formula in the first record?
  C23H50F2IO10P3